The following is a quantum chemistry calculation of a structure of composition CHCl3N3 in a non-equilibrium geometry, from the OMol25 dataset.

LUMO energy, eV: -6.341
ΔE to the lowest compared entry with this formula, charge and spin, kcal per mole: 4.77
Net charge: +1
DFT total energy, a.u.: -1583.13663
HOMO, eV: -16.2
Kohn-Sham gap, eV: 9.82

Structure (XYZ):
```
8
CHCl3N3 wB97M-V/def2-TZVPD
Cl 0.77 -1.02 1.69
Cl 1.10 -1.94 -0.96
Cl 2.08 0.77 -0.13
N -1.35 0.92 0.31
N -1.94 1.49 1.04
N -0.72 0.20 -0.43
C 0.96 -0.51 0.02
H -0.90 0.08 -1.53
```

The following is a quantum chemistry calculation of a cluster of 2 separate species, C5H13NO in total in a non-equilibrium geometry, from the OMol25 dataset.

LUMO energy, eV: 0.659
ΔE to the lowest compared entry with this formula, charge and spin, kcal per mole: 46.19
Structure (SMILES): C=CCCNC.O
DFT total energy, a.u.: -328.24523
HOMO, eV: -8.7
Kohn-Sham gap, eV: 9.40

Structure (XYZ):
```
20
C5H13NO wB97M-V/def2-TZVPD
O 2.66 0.20 3.05
N -1.10 -0.99 0.13
C -0.96 -1.72 1.38
C -1.13 1.07 -1.15
C -0.71 0.41 0.18
C 1.08 0.87 -2.29
C -0.24 0.72 -2.31
H -0.96 -2.79 1.19
H -1.36 0.83 0.95
H 1.43 1.43 -1.43
H 2.59 0.94 2.43
H -0.02 -1.44 1.89
H -0.68 0.19 -3.15
H -1.17 2.15 -0.97
H 0.36 0.56 0.36
H 1.78 0.28 -2.86
H -1.74 -1.46 2.09
H -0.60 -1.47 -0.61
H -2.14 0.70 -1.33
H 2.91 -0.49 2.43
```

The following is a quantum chemistry calculation of the molecule H3NO5SSi in a non-equilibrium geometry, from the OMol25 dataset.

LUMO energy, eV: 0.229
ΔE to the lowest compared entry with this formula, charge and spin, kcal per mole: 0.00
DFT total energy, a.u.: -1120.41650
HOMO, eV: -10.6
Kohn-Sham gap, eV: 10.83

Structure (XYZ):
```
11
H3NO5SSi wB97M-V/def2-TZVPD
S 3.03 -0.28 -0.01
Si 0.75 0.66 0.49
O 1.98 -0.23 1.18
O 2.56 -1.15 -1.00
O 2.98 1.22 -0.51
O 4.32 -0.57 0.45
O 1.64 1.67 -0.53
N -0.13 -0.30 -0.62
H -0.11 -0.17 -1.63
H -0.04 1.47 1.33
H -0.27 -1.24 -0.49
```

The following is a quantum chemistry calculation of a cluster of 17 separate species, C45H124O17 in total in a non-equilibrium geometry, from the OMol25 dataset.

LUMO energy, eV: 0.292
DFT total energy, a.u.: -3067.85933
HOMO, eV: -9.4
Kohn-Sham gap, eV: 9.66

Structure (XYZ):
```
186
C45H124O17 wB97M-V/def2-TZVPD
O -2.15 -2.41 -5.75
O -4.74 -3.75 -5.56
O -2.38 2.28 2.10
O 1.50 -2.94 4.36
O 3.19 -4.97 4.86
O -0.67 0.78 0.15
O 0.65 7.66 2.19
O 4.07 -1.77 -3.58
O -1.95 5.29 -2.70
O 6.85 -0.79 -1.12
O -3.64 -3.04 1.32
O -5.08 3.25 1.95
O 2.47 -0.46 4.88
O 2.74 -4.25 -3.79
O -2.40 -4.49 -0.66
O 4.27 3.81 1.41
O -1.72 2.30 -2.48
C -5.80 -2.19 0.89
C -1.52 8.57 1.60
C -1.40 7.51 -1.98
C 3.81 3.80 0.08
C -5.83 -5.49 -4.32
C 4.48 -4.84 4.33
C -4.32 -1.25 2.78
C -3.00 0.33 -2.89
C -0.53 0.57 -3.56
C -0.72 -2.12 4.34
C 4.95 4.06 -0.94
C -4.77 -4.36 -4.29
C 5.20 -1.30 0.58
C -2.79 1.84 4.36
C -5.18 2.32 -0.26
C 2.32 -1.40 -2.08
C -1.77 -3.67 -1.66
C 2.41 -0.27 2.53
C 3.06 -0.85 -3.32
C 3.26 1.56 4.08
C -5.24 3.58 0.60
C 0.39 5.70 -2.10
C -0.47 -0.61 0.43
C -2.13 2.77 3.37
C -0.69 7.83 2.64
C 3.66 0.51 -3.13
C 7.17 -2.87 -0.09
C -5.04 -3.30 -3.17
C -4.41 -1.85 1.37
C -1.26 6.40 2.90
C 0.30 -3.44 6.29
C -1.10 -3.32 -6.00
C 3.11 2.43 -0.10
C -1.08 -3.59 -7.52
C 6.13 -1.85 -0.57
C 4.78 -6.23 3.75
C 0.27 -2.66 -5.62
C -0.58 2.89 3.54
C 2.84 -4.98 -2.62
C 3.22 0.07 3.83
C 4.53 -3.67 3.34
C -1.89 1.25 -3.40
C -4.24 4.66 0.24
C -1.12 6.02 -1.85
C 0.20 -3.25 4.82
H 1.07 -3.29 -6.00
H -2.31 6.48 3.17
H 4.47 4.16 -1.91
H -2.02 -4.09 -7.76
H 3.73 -2.66 -3.69
H 3.30 -4.72 -4.42
H 7.02 -0.97 -2.05
H -2.90 -4.01 0.00
H -1.00 -0.92 1.33
H -4.41 -2.42 -3.32
H 4.36 0.82 -3.90
H 2.34 2.11 0.61
H -0.32 -4.31 -7.82
H -1.24 5.60 2.16
H 3.83 1.62 0.04
H -2.44 0.82 4.21
H 4.41 -2.68 3.78
H -4.72 -0.24 2.88
H 5.59 3.18 -0.90
H 5.15 3.43 1.36
H 2.25 -1.34 2.39
H 4.39 -1.98 0.84
H -3.95 -3.66 1.98
H 3.06 -1.91 -1.46
H -6.85 -5.09 -4.29
H -1.71 4.36 -2.64
H -6.24 3.99 0.45
H -2.70 2.11 5.42
H -5.71 -6.06 -3.40
H 3.12 4.64 0.01
H -2.50 3.80 3.46
H -6.10 -3.03 -3.17
H -1.53 7.65 -3.05
H 3.92 1.97 3.32
H -5.46 2.55 -1.29
H -5.79 1.49 0.10
H -0.46 -0.26 -4.26
H -0.04 1.94 3.48
H -5.66 -6.12 -5.19
H 3.00 -6.05 -2.72
H 4.21 0.56 -2.20
H 5.81 -6.18 3.37
H -0.20 3.55 2.77
H -0.73 -2.09 3.25
H 1.51 -2.10 -2.29
H -3.31 -1.10 3.17
H -5.22 4.05 2.46
H -1.56 -4.21 -2.59
H -0.30 -1.16 4.65
H -0.80 -1.16 -0.46
H -1.02 9.50 1.33
H 5.14 -4.54 5.14
H -2.36 7.67 -1.48
H 0.11 1.34 -3.99
H -3.86 1.90 4.18
H -3.19 -0.34 -3.73
H -3.23 4.24 0.16
H -2.44 8.89 2.10
H 1.86 -0.59 -1.51
H -0.82 -3.29 -1.29
H 7.92 -2.39 0.55
H 1.43 0.21 2.55
H 0.43 -2.68 -4.54
H -0.80 6.00 3.80
H 2.72 2.46 -1.12
H 2.40 -0.78 -4.19
H 2.83 1.22 -3.14
H -4.17 1.91 -0.35
H 3.65 1.75 5.08
H 0.99 6.90 2.67
H -3.86 0.78 -2.41
H -4.80 -3.70 -2.19
H 2.05 -3.72 4.47
H 3.66 -4.70 -1.96
H 2.25 1.96 3.95
H 1.95 -4.74 -2.04
H -0.25 3.31 4.49
H -3.98 -1.15 0.64
H -2.13 1.77 -4.33
H -0.73 -3.57 6.62
H -1.94 -1.52 -6.03
H 5.45 4.97 -0.59
H 0.91 -4.33 6.41
H -1.55 1.86 -1.64
H -6.41 -1.28 0.93
H -0.63 8.13 -1.52
H -1.09 -2.68 -8.12
H -3.31 2.45 1.93
H 7.62 -3.47 -0.88
H 0.67 4.65 -2.10
H -2.34 -2.77 -1.90
H -4.16 5.47 0.96
H -1.27 -4.23 -5.41
H 2.00 -1.25 4.61
H -1.77 -2.23 4.64
H -1.87 7.98 0.76
H -5.77 -2.56 -0.13
H 1.00 6.18 -1.32
H 3.25 -5.61 5.57
H -4.54 5.07 -0.73
H 4.70 -0.38 0.29
H -1.42 5.72 -0.84
H 4.22 -0.36 3.82
H -3.93 -3.24 -5.59
H 0.00 -4.22 4.37
H 5.51 -2.34 -1.32
H -0.22 0.21 -2.58
H -4.81 -1.97 3.44
H 6.57 -3.50 0.58
H 5.75 -1.17 1.51
H 0.35 -1.60 -5.86
H 2.89 0.08 1.62
H -6.27 -2.96 1.51
H -3.78 -4.78 -4.13
H 5.51 -3.67 2.87
H 3.83 -3.76 2.51
H 0.53 -0.91 0.73
H 4.70 -6.97 4.54
H -2.51 -0.29 -2.13
H 0.67 6.18 -3.04
H 0.78 -2.58 6.77
H -0.65 8.46 3.53
H 4.09 -6.38 2.92
H -1.16 1.13 0.90
```

The following is a quantum chemistry calculation of a structure of composition C7H9F12N2NaO12S5 in a non-equilibrium geometry, from the OMol25 dataset.

LUMO energy, eV: 3.714
Net charge: -2
DFT total energy, a.u.: -4636.20361
HOMO, eV: -1.4
Kohn-Sham gap, eV: 5.10

Structure (XYZ):
```
48
C7H9F12N2NaO12S5 wB97M-V/def2-TZVPD
S 1.21 -0.48 -3.89
S -1.45 2.31 -0.43
S 0.49 -2.25 1.88
S 0.43 -1.24 4.28
S 2.75 1.48 -3.34
Na 1.67 0.47 -0.30
F 1.24 3.49 -2.56
F 1.21 -2.87 -2.81
F -0.80 -2.20 6.44
F 3.33 4.02 -2.64
F 2.10 -2.63 -0.17
F 2.59 2.92 -0.96
F 2.86 -3.57 1.54
F -0.65 -3.66 4.85
F -0.35 -1.55 -1.97
F -0.53 -2.47 -3.94
F 1.10 -4.43 0.50
F 1.13 -3.22 6.00
O -1.74 3.66 -0.87
O 0.19 0.07 -4.77
O 2.53 1.99 -4.68
O -0.87 -0.82 3.76
O 4.12 1.14 -3.09
O 1.03 -0.24 5.13
O -2.46 1.80 0.76
O -0.14 1.96 0.08
O 3.68 -0.19 0.58
O 2.35 -1.11 -4.52
O -0.69 -3.05 2.08
O 0.34 -1.08 1.04
N 1.67 0.40 -2.65
N 1.48 -1.83 3.20
C -1.83 1.21 -1.82
C -3.75 2.37 0.80
C 0.33 -1.91 -3.06
C 0.02 -2.69 5.47
C -4.67 1.51 1.61
C 2.48 3.04 -2.28
C 1.74 -3.32 0.89
H -4.29 1.53 2.63
H 4.25 -0.12 -0.19
H -2.61 1.71 -2.39
H -5.69 1.92 1.58
H -0.96 1.20 -2.47
H -2.15 0.21 -1.55
H -4.82 0.51 1.19
H -3.72 3.37 1.26
H -4.17 2.67 -0.17
```

The following is a quantum chemistry calculation of the molecule CH3NO2S in a non-equilibrium geometry, from the OMol25 dataset.

LUMO energy, eV: 0.054
ΔE to the lowest compared entry with this formula, charge and spin, kcal per mole: 73.89
Structure (SMILES): CS[N+](=O)[O-]
DFT total energy, a.u.: -643.19641
HOMO, eV: -10.2
Kohn-Sham gap, eV: 10.25

Structure (XYZ):
```
8
CH3NO2S wB97M-V/def2-TZVPD
S -0.38 0.85 -0.79
O 0.98 2.42 0.68
O 0.84 0.40 1.44
N 0.56 1.28 0.67
C -0.49 -0.99 -0.56
H -0.07 -1.10 0.57
H -1.59 -1.27 -0.81
H 0.15 -1.59 -1.21
```

Which formula does entry 1 have? CHCl3N3